(1)
A structure of composition C4H4O at a distorted geometry. Source: the Open Molecules 2025 dataset; level of theory: ωB97M-V/def2-TZVPD.

XYZ file:
```
9
Properties=species:S:1:pos:R:3:forces:R:3
C -0.953 0.833 0.099 1.1419 2.9958 -1.0767
C -1.771 -0.238 0.137 0.8378 0.1019 1.1623
C 0.151 -0.095 0.006 4.2054 -1.0066 1.0145
C 2.236 -0.322 0.053 -6.6984 -2.6715 0.3632
O -0.652 -1.190 0.314 -1.3059 0.0997 -0.9739
H -0.966 1.986 -0.046 -0.3697 -2.5232 0.2792
H -2.844 -0.394 0.216 0.4207 -0.6245 -0.1335
H 2.380 -1.204 -0.573 0.2777 0.2540 0.3545
H 2.420 0.625 -0.206 1.4906 3.3745 -0.9896
```
Positions in Å, forces in eV/Å.

## Properties
LUMO level (alpha / beta) = -0.86 / -0.02 eV
HOMO level (alpha / beta) = -0.2871 / -0.3491 hartree
Electronic energy = -6251.6700 eV
Maximum force = 7.2 eV Å⁻¹
Relative energy (zero: lowest compared OMol25 entry of this formula, charge and spin) = 7.709 eV
Kohn-Sham gap (alpha / beta) = 0.2555 / 0.3485 Ha

=====

(2)
The ion C6H7ClF3N2 with charge +1 at a distorted geometry. Source: the Open Molecules 2025 dataset; level of theory: ωB97M-V/def2-TZVPD.

XYZ file:
```
19
Properties=species:S:1:pos:R:3:forces:R:3
C 0.467 1.586 0.786 -0.3677 -6.3943 -2.2870
C -0.762 1.313 0.361 -2.2495 0.2838 0.0759
C 1.089 -0.335 0.248 -1.8740 3.2157 0.1937
C -2.078 2.092 0.427 -0.6134 -0.9026 0.7709
C -0.277 -2.038 -1.087 0.8763 -2.0485 2.2600
C 2.552 -0.839 0.335 -1.4693 0.1895 -0.1517
N -1.044 0.123 -0.375 2.5577 0.1539 0.7722
N 0.010 -0.781 -0.327 2.0138 0.0067 0.0249
F 2.780 -1.431 1.478 -0.2924 -0.9845 0.7324
F 2.848 -1.634 -0.679 0.1088 -0.4133 -0.3089
F 3.318 0.215 0.317 0.6724 1.1317 -0.5885
Cl 1.509 2.510 1.544 0.8667 1.5131 0.9472
H -2.080 3.056 0.919 0.4414 0.0356 0.0566
H -2.342 2.209 -0.601 -0.4502 0.4966 -0.7347
H -2.939 1.486 0.891 1.5402 0.6387 -0.4576
H -1.236 -2.361 -0.700 -0.1306 -0.2989 -0.0858
H -0.332 -1.883 -2.098 -0.3568 1.1538 -2.4206
H 0.445 -2.939 -1.046 -0.6900 1.9545 0.9086
H -1.928 -0.349 -0.393 -0.5834 0.2686 0.2924
```
Positions in Å, forces in eV/Å.

## Properties
LUMO level = -4.26 eV
HOMO level = -0.5008 hartree
Electronic energy = -29979.5910 eV
Maximum force = 6.8 eV Å⁻¹
Relative energy (zero: lowest compared OMol25 entry of this formula, charge and spin) = 0.000 eV
Total charge = +1
Kohn-Sham gap = 0.3442 Ha

=====

(3)
A cluster of 2 separate species, C2H2NO3 in total at a distorted geometry. Source: the Open Molecules 2025 dataset; level of theory: ωB97M-V/def2-TZVPD.

XYZ file:
```
8
Properties=species:S:1:pos:R:3:forces:R:3
C -1.522 -0.008 0.012 -0.8803 0.6369 0.0372
C 2.118 0.672 0.032 -0.0153 0.0116 0.0215
N -0.483 -0.755 -0.044 0.9313 -0.6737 -0.0676
O 2.749 -0.274 0.229 0.2356 -0.6918 0.1043
O 1.648 1.712 -0.156 -0.4677 0.5370 -0.1294
O -0.585 -2.051 -0.138 -0.1947 0.4369 0.0436
H -2.566 -0.359 -0.014 0.3188 -0.2761 -0.0172
H -1.359 1.063 0.080 0.0723 0.0193 0.0077
```
Positions in Å, forces in eV/Å.

## Properties
LUMO level = 3.59 eV
HOMO level = -0.0803 hartree
Electronic energy = -9738.2485 eV
Maximum force = 1.2 eV Å⁻¹
Relative energy (zero: lowest compared OMol25 entry of this formula, charge and spin) = 3.404 eV
Total charge = -1
Kohn-Sham gap = 0.2123 Ha

=====

(4)
A cluster of 2 separate species, C17H27FN3O2S in total at a distorted geometry. Source: the Open Molecules 2025 dataset; level of theory: ωB97M-V/def2-TZVPD.

XYZ file:
```
51
Properties=species:S:1:pos:R:3:forces:R:3
C 6.464 -0.733 -1.134 0.4036 -0.6686 0.0742
C 6.372 0.436 -0.931 -0.0408 0.6953 -0.5073
C 6.376 1.884 -0.836 -0.2735 0.4022 0.8583
N 5.059 2.538 -1.184 0.3931 -0.8754 -1.4844
C 4.011 1.609 -1.567 -0.2373 0.1999 0.5474
C 3.114 1.198 -0.599 -0.0138 -0.0479 -0.7185
C 2.116 0.337 -1.039 0.2205 0.2455 0.5156
C 2.078 -0.049 -2.360 -0.5322 -0.5682 -0.5627
N 2.952 0.298 -3.313 0.0051 0.4770 1.2708
C 3.894 1.124 -2.862 0.4719 -0.0074 -0.7291
S 5.233 3.809 -2.234 -1.4091 1.8101 2.0381
O 5.921 4.837 -1.542 0.8462 -0.4753 -0.2553
O 3.957 4.126 -2.766 0.1606 -0.6748 -0.6534
F 6.171 3.295 -3.359 0.0797 -0.2875 -0.3033
H 6.704 -1.754 -1.289 -0.2332 -0.2164 -0.0130
H 7.157 2.301 -1.464 0.1674 -0.0636 -0.0390
H 6.604 2.150 0.193 0.0752 0.2081 0.0591
H 3.194 1.558 0.414 -0.0254 0.0077 0.1293
H 1.371 -0.030 -0.350 -0.0981 -0.0730 0.0435
H 1.268 -0.699 -2.676 0.0438 -0.0725 -0.1100
H 4.635 1.437 -3.587 -0.0118 -0.0395 -0.1272
C -5.315 -2.327 3.060 0.0822 0.0861 0.0670
C -5.166 -0.827 2.771 -0.0271 -0.3444 0.0297
C -4.733 -0.460 1.354 -0.0864 0.1170 0.2439
N -3.243 -0.461 1.059 -0.2051 0.0802 -0.1886
C -3.112 -0.343 -0.449 0.1735 -0.0469 -0.1201
C -1.698 -0.559 -0.953 0.1645 -0.0407 -0.0181
C -1.149 -1.896 -0.479 0.0480 0.0478 0.0394
C -1.185 -1.940 1.041 0.0681 0.0239 -0.1691
C -2.598 -1.728 1.560 0.2813 -0.0920 -0.0293
C -2.624 0.734 1.705 0.0550 -0.0759 0.0012
H -4.371 -2.808 3.307 0.0002 -0.0475 -0.0381
H -5.970 -2.471 3.917 -0.0197 0.0001 -0.0134
H -5.758 -2.853 2.213 -0.0273 0.0032 0.0053
H -4.528 -0.360 3.523 -0.0348 0.0885 -0.0168
H -6.155 -0.384 2.899 0.0612 0.1649 -0.0581
H -5.063 0.553 1.120 0.0252 -0.0049 -0.0799
H -5.198 -1.134 0.636 0.0607 -0.0707 0.0093
H -3.772 -1.096 -0.878 -0.0215 -0.0224 0.0570
H -3.484 0.644 -0.720 -0.1034 -0.0170 0.0443
H -1.710 -0.530 -2.044 -0.1435 0.1248 0.0046
H -1.043 0.255 -0.632 -0.0035 0.0139 -0.0375
H -0.132 -2.043 -0.842 -0.0012 0.0000 0.0058
H -1.754 -2.712 -0.887 0.0106 -0.0011 -0.0092
H -0.504 -1.192 1.455 -0.0056 -0.0119 0.0198
H -0.830 -2.907 1.397 -0.1048 0.0085 0.1329
H -2.589 -1.671 2.646 -0.1986 -0.0284 0.0112
H -3.238 -2.550 1.239 -0.0693 0.0225 0.0328
H -2.773 0.671 2.778 0.0159 0.0151 0.0070
H -3.105 1.625 1.312 0.0074 0.0177 0.0109
H -1.564 0.760 1.481 0.0061 0.0136 0.0230
```
Positions in Å, forces in eV/Å.

## Properties
LUMO level = -2.48 eV
HOMO level = -0.4344 hartree
Electronic energy = -40176.1833 eV
Maximum force = 3.1 eV Å⁻¹
Relative energy (zero: lowest compared OMol25 entry of this formula, charge and spin) = 0.000 eV
Total charge = +1
Kohn-Sham gap = 0.3433 Ha

=====

Look up the relative energy (zero: lowest compared OMol25 entry of this formula, charge and spin) of the third one. 3.404 eV

=====

Number 1 is which compound? C4H4O

=====

Which of these has the highest electronic energy? C4H4O

=====

Which value of relative energy (zero: lowest compared OMol25 entry of this formula, charge and spin) does entry 1 give? 7.709 eV